[1]
{"formula": "C2H4N4", "method": "the ωB97M-V functional and the def2-TZVPD basis", "species": ["H", "N", "N", "C", "N", "C", "N", "H", "H", "H"], "xyz": [[-0.9658, 1.7128, 1.9881], [-0.3294, 1.3517, 1.2770], [-0.7965, 0.2613, 0.8830], [-0.1297, -0.3938, -0.1780], [-0.5253, -1.6256, -0.7242], [0.8377, 0.3993, -0.6005], [1.5765, 1.3708, -0.5836], [-1.3142, -1.5486, -1.3532], [-0.7522, -2.2848, 0.0114], [2.3989, 0.7570, -0.7201]], "energy_ha": -297.4912, "smiles": "[H]/N=N/C(N)=C=N"}

---

[2]
{"formula": "C42H121N7O22", "method": "the ωB97M-V functional and the def2-TZVPD basis", "species": ["C", "O", "C", "C", "N", "C", "C", "O", "C", "H", "H", "H", "H", "H", "H", "H", "H", "H", "H", "H", "H", "H", "H", "H", "C", "O", "C", "C", "N", "C", "C", "O", "C", "H", "H", "H", "H", "H", "H", "H", "H", "H", "H", "H", "H", "H", "H", "H", "C", "O", "C", "C", "N", "C", "C", "O", "C", "H", "H", "H", "H", "H", "H", "H", "H", "H", "H", "H", "H", "H", "H", "H", "C", "O", "C", "C", "N", "C", "C", "O", "C", "H", "H", "H", "H", "H", "H", "H", "H", "H", "H", "H", "H", "H", "H", "H", "C", "O", "C", "C", "N", "C", "C", "O", "C", "H", "H", "H", "H", "H", "H", "H", "H", "H", "H", "H", "H", "H", "H", "H", "C", "O", "C", "C", "N", "C", "C", "O", "C", "H", "H", "H", "H", "H", "H", "H", "H", "H", "H", "H", "H", "H", "H", "H", "C", "O", "C", "C", "N", "C", "C", "O", "C", "H", "H", "H", "H", "H", "H", "H", "H", "H", "H", "H", "H", "H", "H", "H", "O", "H", "H", "O", "H", "H", "O", "H", "H", "O", "H", "H", "O", "H", "H", "O", "H", "H", "O", "H", "H", "O", "H", "H"], "xyz": [[16.7316, -0.0616, -8.6937], [15.9314, 0.1962, -7.5747], [14.5747, -0.1811, -7.6758], [13.7591, 0.9970, -8.2327], [13.4120, 1.8977, -7.1316], [12.3601, 2.8144, -7.6539], [12.2807, 4.0776, -6.8005], [13.4222, 4.8206, -7.1923], [13.6905, 6.1045, -6.6235], [17.8081, 0.0022, -8.5198], [16.5399, 0.6696, -9.4894], [16.5611, -1.0920, -9.0296], [14.2267, -0.3407, -6.6512], [14.4720, -1.1335, -8.2047], [12.8945, 0.6700, -8.8061], [14.4852, 1.4714, -8.9045], [14.2096, 2.4685, -6.8701], [11.4342, 2.2442, -7.5914], [12.6216, 3.1806, -8.6500], [12.3551, 3.9311, -5.7191], [11.3602, 4.6262, -7.0168], [14.6632, 6.4464, -6.9816], [13.8641, 5.9209, -5.5596], [12.9490, 6.8240, -6.9643], [12.6448, 8.5470, -11.8756], [12.4923, 7.3945, -11.0844], [11.6702, 7.5843, -9.9020], [10.9669, 6.2763, -9.7202], [10.1554, 5.8463, -10.8069], [9.7310, 4.4629, -10.7935], [10.7390, 3.4632, -11.3613], [11.4487, 4.1044, -12.3796], [12.3642, 3.2541, -13.0473], [13.2415, 9.2605, -11.2833], [11.7295, 9.1002, -12.1116], [13.2060, 8.4137, -12.7985], [11.0175, 8.4547, -10.0099], [12.3827, 7.8328, -9.1115], [10.5805, 6.2727, -8.6878], [11.7667, 5.5247, -9.5429], [10.5428, 6.0629, -11.7132], [8.8332, 4.3663, -11.4104], [9.5084, 4.2105, -9.7545], [10.2632, 2.5045, -11.6064], [11.3664, 3.1117, -10.5196], [12.9822, 3.8286, -13.7312], [11.8759, 2.4221, -13.5608], [13.0372, 2.8296, -12.2928], [25.6832, 5.6093, -6.6396], [25.3165, 5.0112, -7.8502], [24.1158, 4.2858, -7.7614], [23.9115, 3.5954, -9.1373], [23.0987, 2.4139, -9.1617], [21.7815, 2.5688, -8.6028], [20.8234, 1.5279, -9.1606], [20.6676, 1.7654, -10.5497], [19.4865, 1.2291, -11.0921], [24.8847, 6.2529, -6.2406], [26.4453, 6.3782, -6.7869], [26.0028, 4.9090, -5.8664], [23.2779, 4.9597, -7.5440], [24.1735, 3.5030, -6.9913], [24.9438, 3.4162, -9.4447], [23.5378, 4.4031, -9.7772], [23.6478, 1.5849, -9.0254], [21.3253, 3.5406, -8.7923], [21.7404, 2.4122, -7.5126], [19.8470, 1.6821, -8.6879], [21.2212, 0.5416, -8.8953], [18.5331, 1.4350, -10.6031], [19.5927, 0.1605, -11.3215], [19.4516, 1.6421, -12.1057], [20.9607, -1.1544, -13.7973], [19.8513, -2.0221, -13.7223], [19.2017, -2.2603, -14.9578], [17.7920, -2.8029, -14.7432], [16.7923, -2.0653, -13.9426], [17.1700, -1.1195, -12.9124], [16.1956, 0.0712, -12.7686], [14.8582, -0.1869, -13.1600], [14.4805, 0.4662, -14.3749], [20.9332, -0.1422, -14.2203], [21.8284, -1.7193, -14.1441], [21.0861, -0.8804, -12.7430], [19.7606, -2.9287, -15.6158], [19.0016, -1.2618, -15.3761], [17.8198, -3.8523, -14.4286], [17.2928, -2.7426, -15.7146], [15.9534, -1.9333, -14.4726], [18.1543, -0.6966, -13.1062], [17.1573, -1.6766, -11.9691], [16.5699, 0.9323, -13.3342], [16.0866, 0.3460, -11.7151], [14.3648, 1.5056, -14.0458], [13.4985, 0.1069, -14.6727], [15.2388, 0.3722, -15.1516], [15.3332, 9.0478, 1.3573], [14.3487, 8.5165, 0.4883], [14.8495, 8.1347, -0.7540], [15.4774, 6.7438, -0.7408], [16.4182, 6.5173, -1.8487], [15.7789, 6.4292, -3.1656], [16.6837, 5.6850, -4.1402], [17.2310, 4.4301, -3.8476], [16.2191, 3.4102, -4.0060], [16.2504, 8.4519, 1.3323], [14.9832, 9.1263, 2.3807], [15.5957, 10.0345, 0.9581], [15.4329, 8.9836, -1.1477], [14.0699, 8.1155, -1.5268], [14.7840, 5.9003, -0.8483], [15.9068, 6.6444, 0.2580], [17.0822, 5.7822, -1.6663], [15.6215, 7.4058, -3.6227], [14.8228, 5.9203, -2.9741], [17.5678, 6.3386, -4.1717], [16.3316, 5.7851, -5.1765], [15.8989, 3.4374, -5.0462], [15.4288, 3.6657, -3.2917], [16.5715, 2.4519, -3.6312], [10.8069, 6.2767, -4.6602], [11.4122, 7.5020, -4.4053], [11.7680, 7.7882, -3.0684], [10.5315, 8.1232, -2.2323], [9.8301, 6.9962, -1.6223], [8.8443, 7.3642, -0.6182], [7.5341, 7.8196, -1.3115], [7.0389, 6.7100, -2.0307], [5.8968, 7.0359, -2.7678], [10.5209, 6.2240, -5.7124], [9.8112, 6.1314, -4.2142], [11.4442, 5.4407, -4.3609], [12.3991, 8.6675, -2.9603], [12.2812, 6.8910, -2.7053], [9.8673, 8.7819, -2.8051], [10.8629, 8.6881, -1.3536], [9.3424, 6.3949, -2.2737], [9.2481, 8.1216, 0.0511], [8.4946, 6.5023, -0.0437], [7.8205, 8.6314, -1.9916], [6.7763, 8.2127, -0.6262], [6.1089, 7.8113, -3.5130], [5.0649, 7.3113, -2.1059], [5.5158, 6.1706, -3.3155], [18.1211, 7.1408, -8.4251], [18.3909, 7.0977, -9.8072], [18.7925, 5.7950, -10.2278], [18.6501, 5.6992, -11.7070], [19.1844, 4.4264, -12.1989], [19.1410, 4.2686, -13.6385], [19.7040, 2.9164, -14.0014], [20.0017, 2.8502, -15.3655], [20.2950, 1.5624, -15.8224], [18.6907, 6.3988, -7.8588], [17.0723, 6.8435, -8.2776], [18.2147, 8.1678, -8.0792], [18.2088, 5.0096, -9.7410], [19.8548, 5.7215, -9.9608], [19.1834, 6.4596, -12.2954], [17.6048, 5.7959, -12.0129], [20.0978, 4.1646, -11.8576], [19.7282, 5.0348, -14.1753], [18.1306, 4.4196, -14.0240], [18.9103, 2.1827, -13.7873], [20.5225, 2.6430, -13.3216], [21.2439, 1.2482, -15.3726], [20.3739, 1.4682, -16.9052], [19.5076, 0.8351, -15.5786], [11.2630, 3.0038, -3.4645], [10.3406, 2.8733, -3.2252], [11.5051, 2.2028, -3.9894], [14.1329, -0.5258, -3.7683], [15.0966, -0.4786, -3.8363], [13.9219, -0.0753, -2.9406], [15.0548, -4.1331, -9.8293], [15.2016, -3.6642, -8.9977], [14.1794, -4.5229, -9.7382], [15.7601, 4.3072, -8.4643], [15.6949, 4.8890, -9.2350], [14.9099, 4.4350, -7.9801], [17.1450, -0.7091, -5.0886], [16.7043, -0.0942, -5.6991], [18.0743, -0.6831, -5.3421], [16.1090, -3.0060, -6.6760], [16.1531, -3.6611, -5.9727], [16.2809, -2.1591, -6.2342], [14.4474, 4.9971, -11.1255], [14.0168, 5.8629, -11.1921], [13.8103, 4.4532, -10.6490], [11.9218, 0.8008, -4.9636], [12.3761, 1.2501, -5.7115], [12.5491, 0.1129, -4.6714]], "energy_ha": -3710.9532}

---

[3]
{"formula": "C2H3NS", "method": "the ωB97M-V functional and the def2-TZVPD basis", "species": ["C", "C", "N", "S", "H", "H", "H"], "xyz": [[-0.8266, 0.8961, -1.2177], [0.0570, 0.7085, -0.0991], [0.2161, -0.0097, -1.3420], [-1.9890, 1.7102, -1.8702], [0.7476, 1.2873, 0.4070], [-0.1027, -0.2548, 1.6580], [0.3858, -0.8644, -1.7717]], "energy_ha": -530.7305}